Formula: C36H99F2N10O13PbS2
Source: the Open Molecules 2025 dataset
Level of theory: ωB97M-V/def2-TZVPD

Results
ΔE to the lowest compared entry with this formula, charge and spin = 89.28 kcal per mole
Lowest unoccupied orbital energy = -2.2735 eV
Electronic energy = -112798.054 eV
Total charge = +1
HOMO-LUMO gap = 8.359 eV

The geometry in XYZ format:
```
163
Properties=species:S:1:pos:R:3:mulliken_charge:R:1
Pb -2.04445 -1.81438 1.15019 2.16
N 0.34244 -0.95498 0.98353 -0.30
S 0.73261 0.59670 1.15013 -0.12
O 1.79910 0.99864 0.29019 -0.25
O 0.69012 0.99750 2.52169 -0.32
F -0.56037 1.20848 0.47697 -0.03
S 1.59871 -1.87023 0.65300 0.52
O 2.71127 -1.53825 1.47869 -0.54
O 1.74232 -2.17404 -0.73656 -0.61
F 0.94306 -3.18685 1.32922 -0.25
C 1.38110 5.73561 3.19780 -1.35
C -0.12916 5.80347 3.08988 0.99
C -0.72022 4.81627 2.12555 -0.01
O -0.24664 5.06224 0.83814 -0.02
C -0.84251 6.14928 0.09408 -0.74
N -0.85546 5.69134 4.41206 -0.63
H 1.79342 5.55712 2.21075 0.28
H 1.67704 4.84402 3.78477 0.25
H 1.79232 6.67580 3.49142 0.47
H -0.33620 6.78527 2.57313 0.04
H -1.82254 4.82936 2.01191 0.04
H -0.48050 3.74886 2.35401 -0.45
H -1.97662 6.19010 0.20325 0.29
H -0.59238 6.01729 -0.96544 0.07
H -0.33015 7.09284 0.34286 0.34
H -0.35210 6.11574 5.21707 0.23
H -1.75056 6.05841 4.34287 0.21
C 6.00308 1.17840 4.73564 -1.57
C 4.75243 1.99876 4.90103 0.80
C 3.96295 1.58701 6.12677 -0.85
O 2.68024 2.16558 5.89937 -0.06
C 2.03214 2.42194 7.07758 -0.88
N 4.95521 3.49118 4.74975 -0.72
H 6.75284 1.64832 4.09274 0.43
H 5.79780 0.23552 4.26278 0.37
H 6.50636 0.90108 5.64974 0.35
H 4.13812 1.76998 4.08502 0.07
H 4.40160 2.03390 7.04158 0.34
H 3.89848 0.50414 6.25630 0.33
H 1.71191 1.50862 7.70467 0.26
H 1.14467 3.08780 6.85036 0.18
H 2.66623 2.85557 7.79699 0.46
H 4.09080 3.92306 5.09767 0.24
H 5.71565 3.73463 5.35617 0.26
C -0.70795 2.73585 -2.84348 -0.46
C 0.64609 2.44743 -3.38498 0.01
C 1.62871 3.66131 -3.15540 -0.58
O 1.00871 4.77940 -3.78970 -0.39
C 1.69988 5.97769 -3.47873 -0.61
N 1.03249 1.07504 -2.90488 0.74
H -1.00341 3.78770 -2.90212 0.51
H -0.73607 2.32260 -1.81731 -0.31
H -1.58146 2.23368 -3.34894 -0.01
H 0.66311 2.30459 -4.47909 0.22
H 2.55013 3.48125 -3.71486 0.19
H 1.79030 3.90550 -2.06141 0.40
H 1.67274 6.21774 -2.38971 0.21
H 1.32763 6.82691 -4.09649 0.26
H 2.76143 5.81464 -3.81297 0.27
H 2.05063 0.91733 -3.14015 0.02
H 1.07693 1.01673 -1.88761 -0.19
C -1.97184 -4.86905 -2.55688 -1.20
C -2.32237 -3.98546 -1.36787 1.77
C -2.64389 -4.96251 -0.23833 -0.75
O -3.12738 -4.13814 0.81534 -0.49
C -3.35202 -4.80689 2.05373 -0.64
N -1.24271 -3.10621 -0.90033 1.77
H -1.16252 -5.53412 -2.19738 -0.03
H -1.69655 -4.23890 -3.39732 0.33
H -2.83278 -5.54458 -2.80606 0.44
H -3.23068 -3.35344 -1.47669 -1.17
H -1.79199 -5.55534 0.07954 -0.03
H -3.45969 -5.64669 -0.53593 0.51
H -3.61225 -4.01986 2.80438 0.19
H -2.41040 -5.39590 2.29328 0.20
H -4.16072 -5.54286 2.07638 0.31
H -0.53917 -3.81378 -0.57166 -0.77
H -0.73341 -2.50272 -1.55824 -0.27
C 4.94184 1.08969 -7.18474 -1.47
C 4.17415 0.47424 -5.94700 0.34
C 4.52917 1.32946 -4.82738 -0.75
O 3.81858 0.98062 -3.67518 -0.37
C 4.29915 1.52179 -2.46962 -0.72
N 2.69238 0.44491 -6.30880 -0.68
H 4.70879 0.48349 -8.08911 0.37
H 6.00700 0.99287 -7.00654 0.43
H 4.61160 2.11855 -7.41354 0.34
H 4.59659 -0.49629 -5.79196 0.34
H 4.09233 2.29995 -5.04317 0.21
H 5.60270 1.44789 -4.64331 0.42
H 4.18886 2.63441 -2.41236 0.21
H 5.39444 1.33571 -2.30269 0.41
H 3.68050 1.04357 -1.72908 0.15
H 2.23010 0.12314 -5.48113 0.19
H 2.38012 1.37629 -6.46904 0.30
C 2.10423 -6.22075 1.70518 -1.66
C 0.74502 -6.55289 1.20545 2.18
C 0.75270 -6.80652 -0.30667 -1.12
O 0.74975 -5.48403 -0.90244 0.09
C 1.67046 -5.21380 -1.91149 -0.79
N 0.09558 -7.52610 2.08904 -0.71
H 2.65034 -5.38196 1.27953 0.24
H 2.72890 -7.11824 1.63935 0.53
H 1.94009 -6.03529 2.77824 0.38
H 0.05937 -5.57655 1.30613 -1.09
H -0.07304 -7.47411 -0.67115 0.17
H 1.71984 -7.33484 -0.51270 0.57
H 1.78851 -4.15668 -1.94050 0.10
H 1.43062 -5.50919 -2.92723 0.23
H 2.59150 -5.69860 -1.62283 0.43
H 0.62559 -8.34375 1.82423 0.29
H -0.87813 -7.71262 1.81704 0.29
C -2.34719 1.03636 5.56609 -1.87
C -1.78831 0.16807 4.45797 1.43
C -1.94956 -1.30586 4.80558 -1.64
O -1.26183 -2.27266 3.98180 0.00
C 0.16147 -2.48971 4.37270 -0.60
N -2.29710 0.53076 3.13863 0.22
H -3.43650 1.08615 5.70858 0.36
H -2.01772 2.07297 5.47098 0.38
H -1.98767 0.68098 6.54987 0.44
H -0.75026 0.48264 4.45256 0.06
H -2.96412 -1.48328 4.56979 0.25
H -1.74736 -1.44025 5.91873 0.40
H 0.40874 -3.51268 4.07866 0.03
H 0.21735 -2.41901 5.46793 0.47
H 0.77377 -1.69908 3.92333 0.16
H -3.36802 0.65975 3.09462 0.24
H -2.00061 1.41482 2.79072 -0.30
C -4.82099 -1.24734 -0.34485 -1.16
C -4.17523 0.04445 -0.81300 0.91
C -4.68774 1.23666 0.01046 -1.48
O -4.05045 2.46753 -0.37381 -0.27
C -4.06623 3.41992 0.62020 -0.25
N -2.73449 -0.23862 -0.70188 1.79
H -4.71870 -2.15160 -0.91319 -0.03
H -5.90591 -0.99819 -0.23245 0.48
H -4.44859 -1.30598 0.71480 0.24
H -4.49339 0.28162 -1.83173 0.36
H -4.58261 1.00350 1.06186 0.32
H -5.71414 1.39372 -0.11297 0.65
H -3.51668 4.33670 0.30275 -0.05
H -3.60931 3.06309 1.57054 0.12
H -5.10965 3.74700 0.93612 0.34
H -2.34118 -0.62018 -1.58444 -0.80
H -2.23334 0.66017 -0.68949 -0.45
C -1.81906 0.26397 -5.42140 -1.37
C -2.28166 -0.48286 -4.14413 0.95
C -3.45885 -1.52777 -4.31515 -0.66
O -3.05189 -2.71074 -4.98479 -0.35
C -4.01128 -3.63206 -5.33758 -0.80
N -1.23673 -1.04886 -3.42079 -0.32
H -1.12374 0.93273 -4.95044 0.15
H -2.68268 0.73979 -5.87508 0.34
H -1.27528 -0.30644 -6.11553 0.45
H -2.89119 0.20320 -3.53807 -0.37
H -4.32829 -1.01278 -4.80463 0.58
H -3.78462 -1.86152 -3.35584 0.05
H -4.50557 -4.02333 -4.45111 0.30
H -3.50057 -4.48499 -5.79951 0.26
H -4.70893 -3.18976 -6.08975 0.31
H -0.41621 -0.50362 -3.33207 -0.26
H -0.97321 -1.98181 -3.69956 0.42
```